Entry 1:
This record from OMol25 describes 2 unconnected molecules or ions with the total composition C5H14NO2 at a distorted geometry. The level of theory is the ωB97M-V functional and the def2-TZVPD basis.

For the max |F|, the calculation gives 2.992 eV Å⁻¹. Its spin multiplicity is 2. The total energy comes out at -404.021529 a.u. Its charge is 0. For the highest occupied orbital energy (spin up / spin down), the calculation gives -9.63 / -9.78 eV.

Element x y z (Å)
C (-0.90274, 0.94911, 0.08579)
O (-1.62073, 1.13769, -1.01041)
C (-0.54332, -0.66228, 0.11936)
C (0.91491, -1.00099, 0.39002)
C (1.46716, -0.24582, 1.60326)
C (2.69747, 0.55670, 1.24872)
N (-1.38021, -1.36398, 1.10926)
H (-1.53818, 1.14458, 0.96047)
H (0.08226, 1.46885, 0.07451)
H (-0.94116, -1.06511, -0.81396)
H (1.54230, -0.67211, -0.45497)
H (1.07383, -2.06122, 0.46788)
H (1.75164, -0.92913, 2.42357)
H (0.68545, 0.30958, 2.15180)
H (3.60108, 0.18086, 0.76884)
H (3.04389, 1.25361, 2.03117)
H (2.38597, 1.29668, 0.49733)
H (-1.50982, -0.80867, 1.93962)
H (-2.22004, -1.74054, 0.69900)
H (-0.19274, 0.56522, -2.42718)
H (-1.47606, 0.84386, -2.82915)
O (-0.70361, 0.40482, -3.24600)

Entry 2:
This record from OMol25 describes a molecular structure, C7H18ClCrGaO at a distorted geometry. The level of theory is the ωB97M-V functional and the def2-TZVPD basis.

For the max |F|, the calculation gives 2.907 eV Å⁻¹. Its spin multiplicity is 5. The total energy comes out at -3782.105851 a.u. Its charge is -2. For the highest occupied orbital energy (spin up / spin down), the calculation gives 1.03 / -0.04 eV.

Element x y z (Å)
Ga (0.18270, -0.37392, -2.64120)
Cl (1.32735, -2.28288, -3.01970)
C (1.65780, 0.86187, -3.01983)
C (-1.14032, -0.68700, -4.07984)
H (1.52002, 1.23522, -4.05363)
H (1.65769, 1.71311, -2.32297)
H (2.63650, 0.33952, -2.96470)
H (-1.07966, 0.14160, -4.79790)
H (-2.15341, -0.74356, -3.67684)
H (-0.91705, -1.62827, -4.60900)
Cr (-1.20118, -0.34395, 0.83609)
C (-2.92925, -1.34772, 1.40068)
C (-0.83807, 0.66634, -0.91827)
H (-3.78805, -0.90049, 0.87586)
H (-2.94734, -2.43409, 1.24951)
H (-3.02386, -1.14396, 2.47892)
H (-1.84492, 1.01225, -1.21330)
H (-0.28900, 1.61548, -0.76268)
C (0.17032, 1.08431, 3.19878)
C (1.07970, 0.30565, 2.25715)
C (2.32881, -0.19359, 2.94961)
O (0.40665, -0.76979, 1.64807)
H (-0.28035, 0.41375, 3.95509)
H (-0.65547, 1.59185, 2.66042)
H (0.75241, 1.84655, 3.73287)
H (1.41804, 1.00440, 1.47535)
H (2.08759, -0.93115, 3.72281)
H (2.97913, -0.66968, 2.22025)
H (2.88321, 0.61814, 3.41838)

Entry 3:
This record from OMol25 describes 9 unconnected molecules or ions with the total composition F6H16O8P at a distorted geometry. The level of theory is the ωB97M-V functional and the def2-TZVPD basis.

For the max |F|, the calculation gives 2.632 eV Å⁻¹. Its spin multiplicity is 2. The total energy comes out at -1552.103262 a.u. Its charge is 0. For the highest occupied orbital energy (spin up / spin down), the calculation gives -10.17 / -10.17 eV.

Element x y z (Å)
P (16.20754, -2.81951, 19.93352)
F (16.69807, -1.90570, 18.69923)
F (15.67638, -3.96152, 18.86430)
F (17.67748, -3.50083, 20.00752)
F (15.80054, -3.64838, 21.18926)
F (16.92578, -1.73707, 20.94114)
F (14.77314, -2.12018, 19.85432)
O (18.02263, -5.28589, 22.21705)
H (17.87434, -4.76679, 23.00748)
H (17.66826, -4.74965, 21.50777)
O (15.44329, -0.83446, 16.86906)
H (14.78755, -0.18172, 17.11433)
H (15.44825, -1.45519, 17.59770)
O (16.39183, 0.31339, 22.60097)
H (15.58109, 0.70360, 22.92759)
H (16.12649, -0.54036, 22.25900)
O (12.36018, -3.15426, 20.05620)
H (11.99009, -2.55078, 20.70047)
H (13.19256, -2.75478, 19.80362)
O (18.04640, -0.91037, 16.44738)
H (17.13023, -0.86712, 16.72123)
H (18.38811, -1.69523, 16.87569)
O (13.84735, -5.53861, 20.11962)
H (13.32264, -4.76826, 19.90176)
H (14.74113, -5.20541, 20.19956)
O (17.09202, -5.77605, 17.22421)
H (16.29934, -5.73051, 16.68959)
H (16.88262, -5.26758, 18.00769)
O (19.22289, -1.28827, 19.19401)
H (19.27228, -0.35231, 18.99968)
H (18.28512, -1.47552, 19.23593)

Entry 4:
This record from OMol25 describes C3H8N2O3S in the gas phase at a distorted geometry. The level of theory is the ωB97M-V functional and the def2-TZVPD basis.

For the max |F|, the calculation gives 4.716 eV Å⁻¹. The total energy comes out at -852.425411 a.u. Its charge is 0. For the highest occupied orbital energy, the calculation gives -9.86 eV.

Element x y z (Å)
C (1.28963, 1.32042, 0.14059)
C (0.50105, -0.45747, -1.80213)
C (0.41169, 0.20464, -0.40058)
N (-0.71173, -0.26613, 2.09656)
N (-1.22100, 0.96688, -0.19107)
O (1.63083, 0.89737, 1.35221)
O (1.56264, 2.34137, -0.45673)
O (-0.08101, -2.32160, 0.56105)
S (0.51533, -0.79548, 1.13623)
H (1.50782, -0.28760, -2.10605)
H (0.37675, -1.52899, -1.61250)
H (-0.29590, -0.13594, -2.39756)
H (-0.24829, -0.15875, 2.94973)
H (-1.12812, 1.71224, -0.82312)
H (-1.23701, 0.65337, 1.71907)
H (-1.82226, 0.26807, -0.70287)
H (-1.05044, -2.41239, 0.53716)